Entry from the Open Molecules 2025 dataset: C18H24N2O in the gas phase (ωB97M-V/def2-TZVPD).

Geometry as XYZ:
```
45
Properties=species:S:1:pos:R:3:forces:R:3:nbo_charge:R:1
O -2.226105 -2.004244 -0.629918 -0.025 -0.314 -0.295 -0.656
C -1.835817 -1.421196 0.367140 0.076 0.112 0.467 0.702
N -2.291879 -0.180127 0.670150 -0.213 0.126 -0.149 -0.453
C -1.998496 0.537915 1.889137 0.520 0.080 0.455 -0.204
H -2.838101 1.210124 2.089644 0.023 -0.120 0.018 0.200
C -0.708951 1.366517 1.856823 -0.366 0.125 0.040 -0.412
H 0.141655 0.735073 1.597608 0.033 -0.048 0.069 0.217
C -0.744729 2.553435 0.895844 0.252 -0.233 0.059 -0.400
H -1.669880 3.114998 1.044170 -0.037 0.118 0.028 0.190
C -0.583895 2.181370 -0.585745 -0.155 0.291 -0.038 -0.415
H 0.132965 2.875988 -1.028733 0.045 -0.053 -0.008 0.206
H -0.148355 1.185807 -0.662361 0.131 -0.077 -0.056 0.210
C -1.868308 2.234957 -1.421581 0.112 -0.279 -0.143 -0.394
C -2.610319 0.906908 -1.552258 -0.131 0.222 0.187 -0.403
H -3.409289 1.030950 -2.287017 -0.019 -0.067 -0.051 0.205
H -1.934432 0.137276 -1.926208 -0.024 -0.039 -0.075 0.218
C -3.249158 0.392479 -0.261823 -0.173 -0.218 -0.540 -0.214
H -3.956455 -0.400246 -0.529816 0.007 0.168 0.085 0.223
H -3.792937 1.196585 0.236609 0.021 -0.029 0.050 0.190
H -1.607035 2.556466 -2.433090 -0.051 0.065 0.001 0.203
H -2.544231 2.990469 -1.013192 -0.028 0.111 -0.033 0.189
H 0.078503 3.214532 1.175269 -0.062 0.051 0.021 0.212
H -0.546277 1.743011 2.870116 0.049 -0.047 0.059 0.205
H -1.951192 -0.169375 2.723096 -0.065 0.094 -0.042 0.201
C -0.825914 -2.073717 1.299642 0.037 -0.244 -0.229 -0.492
H -1.356164 -2.825637 1.890486 -0.025 0.070 0.076 0.232
H -0.360795 -1.359694 1.972378 -0.033 0.023 0.092 0.211
C 0.260994 -2.757696 0.455009 -0.137 0.152 -0.031 -0.408
C 0.979843 -1.742429 -0.370097 -0.084 -0.210 -0.198 -0.103
C 0.801562 -1.499873 -1.699499 -0.104 -0.215 0.212 -0.008
N 1.578904 -0.444193 -2.098441 0.031 0.136 -0.377 -0.546
C 2.274773 0.024347 -1.022489 0.128 -0.039 0.531 0.202
C 3.168282 1.081854 -0.914158 0.047 0.081 -0.062 -0.258
C 3.711976 1.334899 0.326608 0.044 0.113 -0.131 -0.219
C 3.382744 0.552066 1.436543 0.030 -0.037 0.261 -0.240
C 2.499214 -0.498842 1.335839 0.040 -0.009 -0.046 -0.199
C 1.923463 -0.774254 0.094797 0.152 0.260 -0.378 -0.122
H 2.257671 -1.101628 2.199617 -0.026 -0.048 0.105 0.211
H 3.835243 0.781469 2.390424 0.031 0.006 0.075 0.211
H 4.408782 2.151303 0.447105 0.051 0.064 -0.013 0.212
H 3.425341 1.683773 -1.773769 0.043 0.082 -0.063 0.211
H 1.626301 -0.075223 -3.032351 -0.011 -0.039 0.109 0.412
H 0.159666 -2.008642 -2.392147 -0.143 -0.078 -0.122 0.224
H -0.212361 -3.485346 -0.204691 0.042 -0.045 0.107 0.236
H 0.960111 -3.275983 1.115295 -0.036 -0.061 -0.022 0.212
```
Positions in Å, forces in eV/Å.

Values from the calculation:
SMILES: O=C(CCc1c[nH]c2ccccc12)N1CCCCCCC1
Gap between HOMO and LUMO, eV: 8.73
Energy above the lowest of the compared OMol25 structures with the same formula, charge and spin, kcal per mole: 0.0
E_tot, hartree: -885.0875
LUMO energy, hartree: 0.0320
Highest occupied orbital energy, eV: -7.9

Entry from the Open Molecules 2025 dataset: C18H24N2O2 in the gas phase in a non-equilibrium geometry (ωB97M-V/def2-TZVPD).

Geometry as XYZ:
```
46
Properties=species:S:1:pos:R:3:forces:R:3:nbo_charge:R:1
C 2.035595 -2.801334 -4.003974 -0.079 -0.217 0.105 -0.612
C 2.215580 -4.067670 -3.174475 0.205 0.084 -0.042 -0.390
C 3.355465 -3.959902 -2.158831 -0.189 0.049 -0.017 -0.398
C 3.129703 -2.988788 -0.991800 0.136 -0.234 0.075 -0.412
C 2.499268 -3.614704 0.256237 -0.178 0.120 -0.191 -0.402
H 2.929189 -4.603534 0.425352 0.036 -0.029 0.079 0.211
H 2.750999 -2.994806 1.120101 -0.012 -0.074 0.081 0.207
C 0.972048 -3.756817 0.208738 0.586 -0.508 0.186 -0.202
N 0.313981 -2.472133 0.161449 -0.289 0.286 -0.035 -0.371
C 0.261906 -1.693538 1.280530 -0.061 0.149 0.036 0.055
C -0.256404 -0.447337 1.274202 0.054 -0.059 0.061 -0.272
C -0.778505 0.136216 0.072293 -0.095 0.272 0.015 0.040
C -1.312611 1.405567 -0.027000 0.039 -0.303 -0.360 -0.349
C -1.432046 2.325240 1.017657 -0.224 0.580 0.060 -0.022
C -1.964237 3.587817 0.898638 0.441 -0.634 0.835 -0.371
C -2.449103 4.083795 -0.319762 -0.221 0.142 -0.678 0.287
N -2.842506 4.466699 -1.330264 -0.072 0.040 -0.249 -0.347
C -2.032765 4.448327 2.081601 0.116 0.025 0.323 0.792
O -1.653565 4.125053 3.187293 -0.079 0.102 -0.072 -0.634
O -2.558602 5.653465 1.793390 0.013 -0.289 -0.268 -0.503
C -2.697674 6.570168 2.871605 -0.014 0.228 0.572 -0.072
C -3.981603 6.322049 3.652144 0.290 -0.090 -0.287 -0.633
H -4.838492 6.362789 2.983743 -0.096 0.035 -0.015 0.211
H -3.945161 5.341427 4.120804 -0.022 -0.036 0.062 0.221
H -4.093346 7.078569 4.423951 -0.042 0.081 0.094 0.212
H -1.829712 6.476396 3.534014 -0.126 0.097 -0.152 0.196
H -2.705855 7.557997 2.405580 0.041 -0.130 0.048 0.188
H -1.092755 2.063804 2.011424 -0.002 0.057 0.095 0.222
H -1.672019 1.719302 -0.998604 -0.015 -0.027 -0.101 0.217
C -0.715608 -0.725055 -1.072769 0.030 -0.066 -0.032 -0.259
C -0.186910 -1.965332 -1.000048 -0.112 0.154 -0.060 0.043
H -0.147973 -2.617608 -1.858311 0.051 -0.080 -0.047 0.217
H -1.105692 -0.367265 -2.012315 -0.021 -0.039 -0.119 0.231
H -0.277013 0.112985 2.193400 0.040 -0.033 0.146 0.230
H 0.654103 -2.141840 2.181045 0.043 -0.046 0.041 0.214
H 0.670684 -4.339331 -0.662046 -0.096 0.051 0.096 0.211
H 0.637634 -4.288246 1.105940 -0.069 0.027 -0.146 0.209
H 4.103256 -2.594387 -0.694330 -0.057 0.100 -0.009 0.218
H 2.530710 -2.137452 -1.317104 0.050 0.157 0.004 0.205
H 4.246507 -3.641705 -2.704349 0.056 -0.068 -0.017 0.206
H 3.564973 -4.953183 -1.754709 0.110 -0.025 0.008 0.199
H 1.278609 -4.318242 -2.674679 -0.064 -0.097 -0.011 0.177
H 2.444694 -4.894761 -3.850793 -0.101 -0.046 0.031 0.208
H 1.790319 -1.944385 -3.380966 -0.023 0.146 0.022 0.200
H 2.950461 -2.574320 -4.546282 0.085 0.073 -0.074 0.209
H 1.234473 -2.933988 -4.727719 -0.060 0.074 -0.093 0.213
```
Positions in Å, forces in eV/Å.

Values from the calculation:
SMILES: CCCCCCN1C=CC(=C/C=C(\C#N)C(=O)OCC)C=C1
Gap between HOMO and LUMO, eV: 6.81
Energy above the lowest of the compared OMol25 structures with the same formula, charge and spin, kcal per mole: 67.2
E_tot, hartree: -960.2604
LUMO energy, hartree: -0.0121
Highest occupied orbital energy, eV: -7.1